*w*
{
  "formula": "C5H14",
  "method": "wB97M-V/def2-TZVPD",
  "symbols": ["C", "C", "C", "H", "H", "H", "H", "H", "H", "H", "H", "C", "C", "H", "H", "H", "H", "H", "H"],
  "coordinates": [[-0.683, 0.231, -2.277], [0.243, 0.800, -1.239], [0.759, 2.234, -1.255], [-0.806, -0.833, -2.062], [-0.238, 0.138, -3.280], [-1.588, 0.818, -2.388], [-0.277, 0.621, -0.270], [1.075, 0.168, -0.886], [1.809, 2.212, -1.594], [0.416, 2.738, -2.162], [0.615, 2.729, -0.308], [-0.624, -2.029, 1.946], [0.344, -0.996, 2.503], [-0.570, -2.075, 0.849], [-0.502, -3.030, 2.339], [-1.613, -1.556, 1.999], [1.392, -1.283, 2.452], [0.139, -0.022, 2.069], [0.110, -0.863, 3.565]],
  "smiles": "CCC.CC",
  "lumo_energy_ev": 1.057,
  "homo_ha": -0.388
}



*x*
{
  "formula": "C5H14",
  "method": "wB97M-V/def2-TZVPD",
  "symbols": ["C", "C", "C", "H", "H", "H", "H", "H", "H", "H", "H", "C", "C", "H", "H", "H", "H", "H", "H"],
  "coordinates": [[-1.383, -0.704, -0.618], [0.054, -0.688, -1.130], [0.191, -1.085, -2.587], [-1.907, 0.238, -0.815], [-1.437, -0.771, 0.473], [-1.933, -1.516, -1.090], [0.524, 0.287, -0.976], [0.630, -1.347, -0.482], [1.222, -1.038, -2.923], [-0.214, -2.090, -2.724], [-0.510, -0.544, -3.232], [1.120, 0.591, 1.984], [0.098, 1.727, 2.024], [2.122, 0.854, 2.322], [0.762, -0.184, 2.670], [1.150, 0.137, 1.003], [-0.238, 1.959, 3.038], [-0.762, 1.498, 1.394], [0.510, 2.679, 1.669]],
  "smiles": "CCC.CC",
  "lumo_energy_ev": 1.162,
  "homo_ha": -0.413
}



*y*
{
  "formula": "C5H14",
  "method": "wB97M-V/def2-TZVPD",
  "symbols": ["C", "C", "C", "H", "H", "H", "H", "H", "H", "H", "H", "C", "C", "H", "H", "H", "H", "H", "H"],
  "coordinates": [[1.896, -2.358, -0.451], [1.134, -1.037, -0.453], [0.995, -0.338, 0.916], [2.926, -2.083, -0.538], [1.470, -3.011, -1.201], [1.870, -2.891, 0.520], [1.624, -0.373, -1.168], [0.067, -1.173, -0.697], [1.983, 0.042, 1.251], [0.406, 0.534, 0.613], [0.539, -1.002, 1.622], [-2.142, 1.300, -0.619], [-1.485, 2.069, 0.591], [-3.214, 1.138, -0.430], [-2.046, 1.956, -1.445], [-1.704, 0.365, -0.944], [-1.850, 1.686, 1.526], [-2.037, 3.026, 0.603], [-0.429, 2.150, 0.303]],
  "smiles": "CCC.CC",
  "lumo_energy_ev": 1.169,
  "homo_ha": -0.408
}



Q: Which of them is the most stable? A: *x*.



*w*
{
  "formula": "C5H14",
  "method": "wB97M-V/def2-TZVPD",
  "symbols": ["C", "C", "C", "H", "H", "H", "H", "H", "H", "H", "H", "C", "C", "H", "H", "H", "H", "H", "H"],
  "coordinates": [[1.956, -0.287, 0.170], [0.958, -0.331, 1.352], [0.147, 1.024, 1.426], [1.831, -1.170, -0.454], [1.841, 0.572, -0.478], [2.980, -0.204, 0.562], [1.294, -0.785, 2.268], [0.294, -1.148, 1.083], [0.839, 1.749, 1.859], [-0.795, 0.993, 1.964], [-0.202, 1.331, 0.467], [-1.364, 0.508, -1.559], [-1.401, -0.952, -1.007], [-1.502, 1.209, -0.746], [-0.408, 0.745, -2.037], [-2.161, 0.581, -2.305], [-0.863, -0.894, -0.074], [-2.372, -1.328, -0.688], [-1.070, -1.612, -1.803]],
  "smiles": "CCC.CC",
  "lumo_energy_ev": 1.206,
  "homo_ha": -0.397
}



*x*
{
  "formula": "C5H14",
  "method": "wB97M-V/def2-TZVPD",
  "symbols": ["C", "C", "C", "H", "H", "H", "H", "H", "H", "H", "H", "C", "C", "H", "H", "H", "H", "H", "H"],
  "coordinates": [[0.837, -0.471, 0.824], [0.000, -1.059, 1.855], [-0.392, 0.107, 2.718], [0.543, 0.701, 0.476], [0.859, -0.953, -0.113], [1.884, -0.274, 1.185], [-0.904, -1.472, 1.440], [0.517, -1.885, 2.343], [0.511, 0.732, 2.998], [-1.029, 0.810, 2.119], [-1.052, -0.252, 3.495], [0.514, 0.942, -2.520], [-0.954, 0.325, -2.606], [0.734, 1.314, -3.578], [0.625, 1.838, -1.972], [1.191, 0.124, -2.199], [-1.827, 1.005, -2.558], [-1.068, -0.423, -1.797], [-1.018, -0.331, -3.463]],
  "smiles": "CCC.CC",
  "lumo_energy_ev": 1.133,
  "homo_ha": -0.406
}



Q: Which of them is the most stable? A: *w*.



*w*
{
  "formula": "C5H14",
  "method": "wB97M-V/def2-TZVPD",
  "symbols": ["C", "C", "C", "H", "H", "H", "H", "H", "H", "H", "H", "C", "C", "H", "H", "H", "H", "H", "H"],
  "coordinates": [[0.165, -2.495, 1.234], [-0.392, -1.048, 0.909], [-0.267, -0.012, 1.997], [-0.176, -3.244, 0.479], [1.246, -2.482, 1.367], [-0.117, -2.877, 2.179], [-1.465, -1.220, 0.762], [0.113, -0.649, 0.083], [0.795, 0.223, 2.242], [-0.627, -0.319, 2.924], [-0.752, 0.838, 1.583], [0.133, 1.213, -2.618], [0.208, 2.045, -1.316], [-0.701, 1.535, -3.213], [1.122, 1.382, -3.256], [0.101, 0.135, -2.409], [1.186, 2.619, -1.325], [-0.516, 2.934, -1.201], [-0.054, 1.421, -0.421]],
  "smiles": "CCC.CC",
  "lumo_energy_ev": 1.130,
  "homo_ha": -0.416
}



*x*
{
  "formula": "C5H14",
  "method": "wB97M-V/def2-TZVPD",
  "symbols": ["C", "C", "C", "H", "H", "H", "H", "H", "H", "H", "H", "C", "C", "H", "H", "H", "H", "H", "H"],
  "coordinates": [[0.233, -0.621, 2.755], [0.488, -0.186, 1.289], [2.022, -0.029, 1.080], [-0.823, -0.582, 3.097], [0.809, -1.516, 2.999], [0.602, 0.171, 3.416], [0.025, -0.907, 0.623], [0.062, 0.828, 1.243], [2.590, -0.948, 1.215], [2.323, 0.506, 2.012], [2.225, 0.570, 0.218], [-0.613, 0.516, -2.796], [-1.977, 0.199, -2.170], [-0.326, 1.508, -3.133], [-0.543, -0.109, -3.682], [0.172, 0.221, -2.106], [-2.825, 0.897, -2.335], [-2.503, -0.644, -2.641], [-1.942, 0.125, -1.083]],
  "smiles": "CCC.CC",
  "lumo_energy_ev": 1.132,
  "homo_ha": -0.419
}



*y*
{
  "formula": "C5H14",
  "method": "wB97M-V/def2-TZVPD",
  "symbols": ["C", "C", "C", "H", "H", "H", "H", "H", "H", "H", "H", "C", "C", "H", "H", "H", "H", "H", "H"],
  "coordinates": [[2.258, -0.008, 1.620], [1.284, -1.211, 1.740], [-0.155, -0.784, 1.459], [2.054, 0.709, 2.555], [2.062, 0.532, 0.733], [3.272, -0.361, 1.427], [1.537, -2.078, 1.159], [1.264, -1.656, 2.875], [-0.247, 0.217, 1.895], [-0.352, -0.749, 0.356], [-0.991, -1.161, 2.195], [-1.059, 0.794, -1.617], [-1.964, 0.998, -2.819], [-0.687, 1.659, -1.071], [-1.450, -0.065, -0.958], [-0.280, 0.110, -2.156], [-2.906, 1.530, -2.552], [-2.186, 0.040, -3.311], [-1.453, 1.485, -3.530]],
  "smiles": "CCC.CC",
  "lumo_energy_ev": 1.074,
  "homo_ha": -0.401
}



Q: Which of them is the most stable? A: *x*.



*w*
{
  "formula": "C5H14",
  "method": "wB97M-V/def2-TZVPD",
  "symbols": ["C", "C", "C", "H", "H", "H", "H", "H", "H", "H", "H", "C", "C", "H", "H", "H", "H", "H", "H"],
  "coordinates": [[-1.118, -2.401, 0.306], [-2.020, -1.207, 0.619], [-1.882, -0.047, -0.353], [-1.124, -2.588, -0.773], [-1.518, -3.314, 0.753], [-0.068, -2.287, 0.592], [-3.047, -1.548, 0.719], [-1.768, -0.848, 1.620], [-1.036, 0.592, -0.115], [-1.753, -0.391, -1.383], [-2.790, 0.572, -0.373], [2.129, 1.846, -0.948], [2.406, 1.546, 0.527], [2.986, 1.571, -1.563], [1.224, 1.328, -1.260], [1.927, 2.894, -1.195], [3.430, 1.241, 0.714], [1.829, 0.691, 0.878], [2.194, 2.351, 1.236]],
  "smiles": "CCC.CC",
  "lumo_energy_ev": 1.112,
  "homo_ha": -0.419
}



*x*
{
  "formula": "C5H14",
  "method": "wB97M-V/def2-TZVPD",
  "symbols": ["C", "C", "C", "H", "H", "H", "H", "H", "H", "H", "H", "C", "C", "H", "H", "H", "H", "H", "H"],
  "coordinates": [[0.903, -1.593, -0.774], [-0.189, -1.805, 0.189], [-0.164, -3.230, 0.720], [1.869, -1.341, -0.130], [0.963, -0.749, -1.406], [0.868, -2.278, -1.589], [-0.054, -1.052, 0.953], [-1.112, -1.597, -0.278], [-0.188, -3.123, 1.782], [-1.143, -3.628, 0.441], [0.667, -3.848, 0.341], [0.181, 3.237, -0.551], [-0.772, 2.836, 0.567], [0.696, 2.306, -0.915], [-0.343, 3.708, -1.363], [1.004, 3.949, -0.339], [-0.465, 3.265, 1.573], [-0.983, 1.763, 0.540], [-1.738, 3.182, 0.239]],
  "smiles": "CCC.CC",
  "lumo_energy_ev": 1.082,
  "homo_ha": -0.402
}



*y*
{
  "formula": "C5H14",
  "method": "wB97M-V/def2-TZVPD",
  "symbols": ["C", "C", "C", "H", "H", "H", "H", "H", "H", "H", "H", "C", "C", "H", "H", "H", "H", "H", "H"],
  "coordinates": [[-1.530, -2.302, -0.584], [-2.358, -1.153, 0.042], [-1.984, 0.297, -0.582], [-2.012, -3.377, -0.318], [-0.471, -2.393, -0.286], [-1.425, -2.196, -1.732], [-3.354, -1.372, -0.097], [-2.316, -0.946, 1.076], [-0.909, 0.389, -0.736], [-2.373, 0.295, -1.613], [-2.527, 1.056, -0.028], [2.946, 0.722, 0.748], [2.365, 2.135, 0.498], [3.776, 0.323, -0.009], [3.276, 0.805, 1.717], [2.051, -0.006, 0.741], [3.334, 2.658, 0.228], [1.844, 2.582, 1.258], [1.668, 2.480, -0.323]],
  "smiles": "CCC.CC",
  "lumo_energy_ev": 1.034,
  "homo_ha": -0.407
}



*z*
{
  "formula": "C5H14",
  "method": "wB97M-V/def2-TZVPD",
  "symbols": ["C", "C", "C", "H", "H", "H", "H", "H", "H", "H", "H", "C", "C", "H", "H", "H", "H", "H", "H"],
  "coordinates": [[-2.427, 1.592, 0.700], [-1.283, 0.732, 0.119], [-1.247, -0.711, 0.636], [-3.010, 2.027, -0.111], [-1.943, 2.465, 1.160], [-3.052, 1.019, 1.367], [-1.379, 0.703, -0.980], [-0.260, 1.122, 0.152], [-1.667, -1.363, -0.153], [-0.227, -1.040, 0.809], [-1.786, -1.105, 1.510], [2.960, -0.900, -0.213], [1.886, -0.591, -1.203], [3.246, -1.949, -0.219], [3.774, -0.154, -0.136], [2.633, -0.825, 0.831], [1.250, 0.286, -0.968], [0.982, -1.220, -1.253], [2.143, -0.579, -2.253]],
  "smiles": "CCC.CC",
  "lumo_energy_ev": 1.116,
  "homo_ha": -0.397
}



Q: Which of them is the most stable? A: *w*.



*w*
{
  "formula": "C5H14",
  "method": "wB97M-V/def2-TZVPD",
  "symbols": ["C", "C", "C", "H", "H", "H", "H", "H", "H", "H", "H", "C", "C", "H", "H", "H", "H", "H", "H"],
  "coordinates": [[-0.904, -1.774, -2.209], [-1.870, -0.658, -1.747], [-1.317, 0.330, -0.679], [-0.465, -1.709, -3.179], [-1.437, -2.750, -2.182], [-0.063, -1.893, -1.562], [-2.098, -0.062, -2.671], [-2.868, -1.052, -1.453], [-1.586, 1.321, -1.072], [-1.749, 0.292, 0.380], [-0.219, 0.554, -0.598], [2.600, 1.466, 2.092], [1.354, 0.505, 2.386], [2.055, 2.410, 2.353], [3.447, 1.081, 2.718], [2.761, 1.574, 1.033], [1.227, 0.545, 3.430], [0.505, 0.960, 1.848], [1.320, -0.484, 1.899]],
  "smiles": "CCC.CC",
  "lumo_energy_ev": 1.059,
  "homo_ha": -0.403
}



*x*
{
  "formula": "C5H14",
  "method": "wB97M-V/def2-TZVPD",
  "symbols": ["C", "C", "C", "H", "H", "H", "H", "H", "H", "H", "H", "C", "C", "H", "H", "H", "H", "H", "H"],
  "coordinates": [[-1.405, -1.397, -1.391], [-0.316, -0.301, -1.550], [-0.715, 1.165, -1.532], [-1.682, -1.850, -2.351], [-2.319, -0.839, -1.131], [-1.209, -2.230, -0.726], [0.341, -0.676, -0.742], [0.234, -0.486, -2.481], [-0.238, 1.793, -0.761], [-0.549, 1.667, -2.472], [-1.749, 1.227, -1.189], [1.448, 0.961, 2.317], [0.981, -0.445, 1.993], [0.566, 1.626, 2.335], [1.784, 1.070, 3.345], [2.177, 1.350, 1.611], [0.879, -0.712, 0.949], [0.005, -0.616, 2.454], [1.727, -1.195, 2.281]],
  "smiles": "CCC.CC",
  "lumo_energy_ev": 1.197,
  "homo_ha": -0.395
}



*y*
{
  "formula": "C5H14",
  "method": "wB97M-V/def2-TZVPD",
  "symbols": ["C", "C", "C", "H", "H", "H", "H", "H", "H", "H", "H", "C", "C", "H", "H", "H", "H", "H", "H"],
  "coordinates": [[-0.326, 0.732, 1.501], [-0.402, -0.775, 1.158], [-0.285, -1.447, 2.541], [-0.544, 1.398, 0.571], [-0.978, 0.921, 2.324], [0.625, 1.017, 1.916], [-1.364, -0.946, 0.726], [0.397, -1.402, 0.572], [-1.207, -1.650, 3.194], [0.288, -2.420, 2.602], [0.515, -0.714, 2.969], [0.668, 0.103, -2.054], [0.214, 1.169, -3.042], [1.728, 0.399, -1.599], [0.034, 0.185, -1.121], [0.738, -0.934, -2.451], [-0.860, 1.053, -3.146], [0.549, 1.123, -3.984], [0.208, 2.186, -2.678]],
  "smiles": "CCC.CC",
  "lumo_energy_ev": 1.129,
  "homo_ha": -0.406
}



Q: Which of them is the most stable? A: *x*.